The following is a DFT calculation (ωB97M-V with the def2-TZVPD basis set) of a 5-piece molecular cluster, C44H52N2O2P2S overall in a non-equilibrium geometry.

Properties
Orbital gap in eV: 8.076
Maximum force in Eh/bohr: 0.030

Each atom is followed by the atoms it is bonded to, with distances in Å.
Positions of all 103 atoms, in Å:
1 C -3.891 -0.047 1.916  C2 1.568, H28 1.098, H29 1.096, H30 1.096
2 C -4.655 -1.400 2.128  C1 1.568, C3 1.555, C4 1.545, H31 1.103
3 C -5.029 -1.658 3.615  C2 1.555, H32 1.093, H33 1.102, H34 1.098
4 C -3.972 -2.595 1.425  C2 1.545, C5 1.557, C6 1.544, H35 1.104
5 C -4.865 -3.866 1.535  C4 1.557, H36 1.097, H37 1.093, H38 1.101
6 C -2.499 -2.850 1.810  C4 1.544, O7 1.443, H39 1.103, H40 1.101
7 O -2.196 -2.654 3.208  C6 1.443, C8 1.392
8 C -0.945 -2.054 3.310  O7 1.392, C9 1.374, C13 1.381
9 C 0.209 -2.781 3.144  C8 1.374, C10 1.386, H41 1.090
10 C 1.455 -2.177 3.205  C9 1.386, C11 1.382, H42 1.087
11 C 1.490 -0.819 3.458  C10 1.382, C12 1.379, S27 1.792
12 C 0.338 -0.085 3.649  C11 1.379, C13 1.389, N14 1.430
13 C -0.905 -0.701 3.586  C8 1.381, C12 1.389, H43 1.086
14 N 0.402 1.321 3.902  C12 1.430, C15 1.427, H44 1.016
15 C 1.189 2.010 2.930  N14 1.427, C16 1.385, C26 1.389
16 C 0.679 3.112 2.264  C15 1.385, C17 1.385, H45 1.091
17 C 1.436 3.769 1.308  C16 1.385, P18 1.851, C21 1.377
18 P 0.727 5.208 0.385  C17 1.851, C19 1.868, C20 1.866
19 C 0.897 4.655 -1.391  P18 1.868, H46 1.093, H47 1.097, H48 1.102
20 C -1.111 5.042 0.664  P18 1.866, H49 1.106, H50 1.093, H51 1.095
21 C 2.719 3.344 1.048  C17 1.377, C22 1.397, H52 1.093
22 C 3.276 2.237 1.693  C21 1.397, P23 1.857, C26 1.391
23 P 5.001 1.734 1.224  C22 1.857, N24 1.756, O25 1.658
24 N 4.972 2.046 -0.503  P23 1.756, H53 1.024, H54 1.022
25 O 5.170 0.089 1.336  P23 1.658, H55 0.970
26 C 2.478 1.588 2.630  C15 1.389, C22 1.391, S27 1.799
27 S 3.012 0.124 3.529  C11 1.792, C26 1.799
28 H -3.773 0.388 2.918  C1 1.098
29 H -4.469 0.666 1.318  C1 1.096
30 H -2.893 -0.182 1.485  C1 1.096
31 H -5.616 -1.252 1.606  C2 1.103
32 H -4.447 -2.455 4.086  C3 1.093
33 H -6.083 -1.973 3.666  C3 1.102
34 H -4.994 -0.722 4.188  C3 1.098
35 H -3.963 -2.347 0.349  C4 1.104
36 H -4.304 -4.711 1.118  C5 1.097
37 H -5.236 -4.044 2.547  C5 1.093
38 H -5.720 -3.691 0.863  C5 1.101
39 H -2.215 -3.850 1.442  C6 1.103
40 H -1.883 -2.140 1.235  C6 1.101
41 H 0.160 -3.853 2.951  C9 1.090
42 H 2.375 -2.735 3.051  C10 1.087
43 H -1.780 -0.082 3.757  C13 1.086
44 H -0.545 1.668 3.777  N14 1.016
45 H -0.337 3.420 2.514  C16 1.091
46 H 1.675 5.208 -1.923  C19 1.093
47 H 0.996 3.564 -1.462  C19 1.097
48 H -0.056 4.926 -1.873  C19 1.102
49 H -1.348 3.969 0.541  C20 1.106
50 H -1.405 5.331 1.676  C20 1.093
51 H -1.677 5.554 -0.121  C20 1.095
52 H 3.351 3.860 0.321  C21 1.093
53 H 3.988 2.096 -0.786  N24 1.024
54 H 5.305 1.200 -0.968  N24 1.022
55 H 4.453 -0.392 0.894  O25 0.970
56 C -6.658 -0.037 -2.864  C57 1.388, C61 1.388, H62 1.083
57 C -6.703 -0.045 -1.477  C56 1.388, C58 1.388, H63 1.084
58 C -6.958 1.130 -0.783  C57 1.388, C59 1.388, H64 1.083
59 C -7.178 2.312 -1.476  C58 1.388, C60 1.388, H65 1.083
60 C -7.137 2.320 -2.864  C59 1.388, C61 1.388, H66 1.083
61 C -6.873 1.147 -3.558  C56 1.388, C60 1.388, H67 1.083
62 H -6.456 -0.952 -3.406  C56 1.083
63 H -6.538 -0.969 -0.935  C57 1.084
64 H -6.987 1.124 0.300  C58 1.083
65 H -7.381 3.228 -0.935  C59 1.083
66 H -7.309 3.242 -3.405  C60 1.083
67 H -6.836 1.155 -4.640  C61 1.083
68 C 3.414 -7.122 2.677  C69 1.388, C73 1.388, H74 1.083
69 C 4.572 -7.482 2.001  C68 1.388, C70 1.389, H75 1.083
70 C 5.729 -6.729 2.154  C69 1.389, C71 1.388, H76 1.083
71 C 5.731 -5.622 2.991  C70 1.388, C72 1.388, H77 1.083
72 C 4.574 -5.263 3.671  C71 1.388, C73 1.389, H78 1.083
73 C 3.415 -6.011 3.510  C68 1.388, C72 1.389, H79 1.083
74 H 2.511 -7.707 2.555  C68 1.083
75 H 4.573 -8.350 1.353  C69 1.083
76 H 6.630 -7.007 1.622  C70 1.083
77 H 6.634 -5.038 3.114  C71 1.083
78 H 4.576 -4.400 4.325  C72 1.083
79 H 2.511 -5.728 4.037  C73 1.083
80 C 3.269 -1.244 -1.997  C81 1.388, C85 1.389, H86 1.084
81 C 3.360 -2.029 -3.138  C80 1.388, C82 1.388, H87 1.083
82 C 2.547 -1.763 -4.231  C81 1.388, C83 1.389, H88 1.083
83 C 1.647 -0.706 -4.186  C82 1.389, C84 1.388, H89 1.083
84 C 1.559 0.081 -3.047  C83 1.388, C85 1.389, H90 1.084
85 C 2.366 -0.190 -1.949  C80 1.389, C84 1.389, H91 1.085
86 H 3.902 -1.456 -1.143  C80 1.084
87 H 4.066 -2.849 -3.176  C81 1.083
88 H 2.614 -2.379 -5.119  C82 1.083
89 H 1.016 -0.495 -5.041  C83 1.083
90 H 0.858 0.907 -3.011  C84 1.084
91 H 2.291 0.422 -1.057  C85 1.085
92 C 3.934 4.600 -4.776  C93 1.388, C97 1.388, H98 1.083
93 C 3.782 5.503 -5.820  C92 1.388, C94 1.388, H99 1.083
94 C 2.659 5.441 -6.634  C93 1.388, C95 1.388, H100 1.083
95 C 1.683 4.482 -6.399  C94 1.388, C96 1.388, H101 1.083
96 C 1.834 3.582 -5.353  C95 1.388, C97 1.388, H102 1.084
97 C 2.961 3.638 -4.543  C92 1.388, C96 1.388, H103 1.084
98 H 4.811 4.647 -4.143  C92 1.083
99 H 4.540 6.255 -6.000  C93 1.083
100 H 2.544 6.142 -7.452  C94 1.083
101 H 0.805 4.437 -7.031  C95 1.083
102 H 1.072 2.834 -5.168  C96 1.084
103 H 3.078 2.932 -3.730  C97 1.084

Here are the Mulliken charges for atoms 1 to 5, given in e: -1.449 0.916 -1.633 -0.064 -1.560